# 1
ORCA calculation (wB97M-V/def2-TZVPD) on a structure of composition C14H24ClMnN5O6 at a distorted geometry.

As for the spin multiplicity: 5. The value obtained for the calculated total energy is -78470.37247 eV. Its highest occupied orbital energy (spin up / spin down) is -12.1 / -12.6 eV. As for the expectation value of S²: 6.13. As for the total charge: +1. Its max |F| is 0.089 hartree/bohr.

CARTESIAN COORDINATES (ANGSTROEM)
O (1.461, 2.993, -1.043)
H (2.276, 3.397, -1.403)
Mn (0.136, -0.007, -0.208)
N (-0.220, 1.625, 0.724)
N (1.563, -0.075, 1.091)
N (-1.484, -0.071, -1.180)
N (0.100, -1.868, -0.507)
O (-1.255, 2.347, 0.550)
O (-2.369, 0.948, -1.371)
O (0.901, -2.777, 0.066)
O (2.281, -1.122, 1.371)
C (1.829, 1.117, 1.714)
C (0.805, 2.076, 1.529)
C (-1.854, -1.298, -1.619)
C (-0.940, -2.330, -1.243)
C (0.814, 3.494, 1.951)
H (0.807, 4.137, 1.057)
H (1.719, 3.709, 2.531)
H (-0.074, 3.720, 2.559)
C (3.118, 1.319, 2.406)
H (3.967, 1.151, 1.723)
H (3.205, 0.620, 3.250)
H (3.171, 2.345, 2.784)
C (-3.119, -1.526, -2.341)
C (-1.118, -3.766, -1.578)
H (-3.522, -0.583, -2.721)
H (-3.852, -1.993, -1.674)
H (-2.940, -2.221, -3.166)
H (-0.463, -4.387, -0.958)
H (-0.878, -3.947, -2.637)
H (-2.158, -4.079, -1.423)
H (-2.000, 1.688, -0.758)
H (1.554, -2.167, 0.652)
C (1.287, 0.584, -1.552)
H (1.484, 1.892, -1.386)
H (0.807, 0.430, -2.531)
H (2.269, 0.096, -1.484)
O (-0.785, 3.875, -2.117)
H (0.100, 3.632, -1.708)
H (-1.001, 3.151, -2.728)
Cl (-5.107, -0.624, 2.541)
C (-3.430, -0.885, 2.669)
C (-2.888, -1.572, 3.759)
C (-1.510, -1.788, 3.785)
C (-0.738, -1.337, 2.707)
N (-1.274, -0.673, 1.685)
C (-2.589, -0.428, 1.650)
H (-3.540, -1.921, 4.555)
H (-1.000, -2.305, 4.598)
H (0.339, -1.520, 2.679)
H (-3.000, 0.104, 0.804)

Cartesian forces (eV/Å) of the 2 atoms listed first:
O 1.153 -0.307 -0.249
H -0.370 -0.283 0.049

natural (NBO) analysis output, partial charges in e: -0.860, 0.493, 0.897, -0.030, -0.055, -0.127, -0.097, -0.324, -0.525, -0.508, -0.416, 0.196, 0.239, 0.248, 0.228, -0.680, 0.280, 0.234, 0.264, -0.674, 0.261, 0.262, 0.238, -0.687, -0.687, 0.273, 0.259, 0.252, 0.272, 0.261, 0.247, 0.512, 0.488, -0.639, 0.359, 0.209, 0.209, -0.974, 0.487, 0.456, 0.075, -0.072, -0.161, -0.217, 0.041, -0.471, 0.019, 0.251, 0.246, 0.218, 0.227


# 2
ORCA calculation (wB97M-V/def2-TZVPD) on a structure of composition C13H12N2O8S2Tl at a distorted geometry.

The value obtained for the calculated total energy is -59400.35190 eV. Its highest occupied orbital energy is -6.0 eV. As for the total charge: -1. The value obtained for the energy relative to the best compared isomer or geometry (same formula, charge and spin) is 350.8 kJ/mol. Its max |F| is 0.289 hartree/bohr.

CARTESIAN COORDINATES (ANGSTROEM)
Tl (0.295, 0.721, -0.135)
O (2.036, -3.198, 0.346)
S (2.412, -2.153, -0.571)
O (3.647, -2.371, -1.295)
O (2.391, -0.795, 0.036)
C (1.130, -2.100, -1.867)
C (1.633, -2.084, -3.172)
C (0.796, -2.158, -4.269)
C (-0.574, -2.272, -4.085)
C (-1.091, -2.259, -2.806)
C (-0.260, -2.155, -1.690)
S (-1.210, -1.914, -0.171)
O (-0.269, -1.592, 0.900)
O (-1.997, -3.104, 0.013)
O (-1.987, -0.703, -0.507)
H (2.705, -2.044, -3.289)
H (1.213, -2.144, -5.269)
H (-1.236, -2.359, -4.938)
H (-2.159, -2.312, -2.643)
O (3.505, -0.834, 1.600)
C (3.038, -1.720, 2.585)
N (3.360, -1.270, 3.936)
C (2.604, -0.479, 4.740)
O (2.986, -0.033, 5.809)
C (1.228, -0.233, 4.230)
C (0.096, -0.696, 4.882)
C (-1.145, -0.442, 4.315)
C (-1.196, 0.273, 3.125)
N (-0.105, 0.761, 2.541)
C (1.068, 0.508, 3.082)
H (2.839, -0.822, 0.871)
H (3.517, -2.695, 2.470)
H (1.960, -1.865, 2.496)
H (4.329, -1.320, 4.216)
H (0.194, -1.264, 5.798)
H (-2.052, -0.824, 4.761)
H (-2.133, 0.438, 2.608)
H (1.938, 0.874, 2.547)

Cartesian forces (eV/Å) of the 2 atoms listed first:
Tl -0.169 0.474 0.029
O 0.048 0.403 -0.144

natural (NBO) analysis output, partial charges in e: 0.818, -0.950, 2.424, -0.973, -0.939, -0.364, -0.191, -0.219, -0.214, -0.208, -0.234, 2.394, -1.029, -0.966, -1.039, 0.251, 0.207, 0.207, 0.235, -0.801, 0.065, -0.605, 0.659, -0.638, -0.159, -0.123, -0.254, 0.061, -0.483, 0.053, 0.417, 0.163, 0.180, 0.393, 0.221, 0.217, 0.203, 0.221


# 3
ORCA calculation (wB97M-V/def2-TZVPD) on a structure of composition C17H44O8Si2.

The value obtained for the calculated total energy is -50474.82597 eV. Its highest occupied orbital energy is -9.1 eV. The value obtained for the energy relative to the best compared isomer or geometry (same formula, charge and spin) is 16.7 kJ/mol. Its max |F| is 0.011 hartree/bohr.

CARTESIAN COORDINATES (ANGSTROEM)
C (0.806, 0.645, 1.408)
O (-0.371, 1.042, 2.059)
C (-1.012, 2.116, 1.408)
C (-2.175, 2.593, 2.240)
C (-3.308, 1.556, 2.367)
C (-4.695, 2.103, 1.958)
Si (-6.102, 1.024, 2.543)
O (-6.563, 0.033, 1.296)
Si (-8.117, -0.306, 0.867)
H (0.590, 0.241, 0.413)
H (1.496, 1.486, 1.286)
H (1.290, -0.118, 2.008)
H (-0.308, 2.943, 1.247)
H (-1.346, 1.781, 0.417)
H (-2.562, 3.497, 1.765)
H (-1.817, 2.870, 3.231)
H (-3.067, 0.698, 1.738)
H (-3.351, 1.195, 3.393)
H (-4.800, 3.124, 2.326)
H (-4.738, 2.127, 0.866)
H (-7.256, 1.838, 2.993)
H (-5.651, 0.190, 3.679)
H (-9.071, 0.325, 1.799)
H (-8.294, -1.772, 0.869)
H (-8.362, 0.179, -0.507)
C (-3.638, 2.317, -2.671)
O (-2.289, 1.903, -2.697)
C (-2.075, 0.505, -2.742)
C (-1.204, 0.062, -3.900)
O (-1.728, 0.264, -5.199)
C (-1.817, 1.567, -5.743)
C (-0.510, 2.230, -6.129)
O (0.331, 2.520, -5.031)
C (1.649, 2.024, -5.099)
H (-3.977, 2.487, -1.643)
H (-3.716, 3.258, -3.218)
H (-4.298, 1.586, -3.146)
H (-3.025, -0.037, -2.763)
H (-1.549, 0.211, -1.824)
H (-1.121, -1.025, -3.809)
H (-0.193, 0.463, -3.804)
H (-2.420, 2.228, -5.119)
H (-2.364, 1.427, -6.680)
H (-0.773, 3.177, -6.617)
H (0.012, 1.610, -6.866)
H (1.726, 1.159, -5.763)
H (1.953, 1.716, -4.096)
H (2.340, 2.799, -5.443)
C (7.081, -0.798, 3.399)
O (6.160, -1.804, 3.755)
C (4.810, -1.402, 3.870)
C (3.853, -2.203, 3.014)
O (4.000, -2.085, 1.611)
C (5.123, -2.643, 0.956)
C (5.169, -4.154, 0.858)
O (5.309, -4.805, 2.103)
C (4.352, -5.795, 2.408)
H (7.533, -0.347, 4.288)
H (7.873, -1.257, 2.805)
H (6.613, -0.011, 2.801)
H (4.701, -0.336, 3.644)
H (4.497, -1.552, 4.911)
H (2.860, -1.790, 3.212)
H (3.820, -3.248, 3.328)
H (6.061, -2.249, 1.353)
H (5.038, -2.284, -0.074)
H (6.045, -4.400, 0.243)
H (4.281, -4.514, 0.328)
H (3.420, -5.645, 1.856)
H (4.132, -5.744, 3.476)
H (4.740, -6.794, 2.186)

Cartesian forces (eV/Å) of the 2 atoms listed first:
C 0.026 0.049 -0.172
O -0.026 0.052 0.349

Mulliken analysis output, partial charges in e: -0.420, -0.326, -0.288, -0.828, -0.654, -0.024, 0.370, -0.032, 0.305, 0.205, 0.314, 0.015, 0.479, 0.064, 0.419, 0.291, 0.334, 0.348, 0.505, -0.346, -0.186, -0.152, -0.131, -0.122, -0.119, -0.617, -0.268, -0.281, -0.322, -0.416, -0.172, -0.516, -0.309, -0.749, -0.015, 0.251, 0.416, 0.367, 0.214, 0.381, 0.066, 0.019, 0.387, 0.361, 0.341, 0.367, 0.219, 0.267, -0.757, -0.335, -0.548, -0.176, -0.340, -0.207, -0.510, -0.338, -0.750, 0.288, 0.239, 0.354, 0.333, 0.385, 0.351, 0.017, 0.064, 0.360, 0.366, 0.328, 0.356, 0.235, 0.276


# 4
ORCA calculation (wB97M-V/def2-TZVPD) on the molecule C18H16O2S at a distorted geometry.

Its SMILES is CC[C@H](C)Sc1ccc2c(c1)C(=O)c1ccccc1C2=O. The value obtained for the calculated total energy is -33854.73994 eV. Its highest occupied orbital energy is -8.9 eV. The value obtained for the energy relative to the best compared isomer or geometry (same formula, charge and spin) is 0.0 kJ/mol. Its max |F| is 0.113 hartree/bohr.

CARTESIAN COORDINATES (ANGSTROEM)
C (-4.013, -1.219, 4.260)
C (-2.998, -0.095, 4.094)
C (-2.082, -0.280, 2.972)
C (-1.088, -1.370, 3.366)
S (-1.295, 1.299, 2.636)
C (-0.873, 1.005, 0.925)
C (-1.641, 1.584, -0.080)
C (-1.168, 1.642, -1.410)
C (0.108, 1.053, -1.696)
C (0.906, 0.527, -0.652)
C (0.366, 0.480, 0.668)
C (2.274, -0.093, -0.976)
O (2.963, -0.557, -0.072)
C (2.810, -0.017, -2.399)
C (4.028, -0.636, -2.746)
C (4.385, -0.822, -4.081)
C (3.593, -0.334, -5.030)
C (2.432, 0.469, -4.736)
C (2.004, 0.578, -3.392)
C (0.681, 1.099, -3.070)
O (0.139, 1.770, -3.955)
H (-4.803, -1.099, 3.479)
H (-4.411, -1.025, 5.243)
H (-3.782, -2.289, 4.144)
H (-3.457, 0.854, 3.957)
H (-2.354, -0.017, 4.952)
H (-2.598, -0.490, 2.032)
H (-1.606, -2.262, 3.648)
H (-0.462, -1.159, 4.210)
H (-0.422, -1.481, 2.449)
H (-2.573, 2.128, 0.139)
H (-1.743, 2.083, -2.186)
H (0.997, 0.162, 1.520)
H (4.790, -0.914, -2.058)
H (5.181, -1.330, -4.454)
H (3.700, -0.335, -6.106)
H (2.011, 1.090, -5.591)

Cartesian forces (eV/Å) of the 2 atoms listed first:
C -1.257 0.434 -0.812
C -0.267 -0.777 0.335

natural (NBO) analysis output, partial charges in e: -0.615, -0.417, -0.320, -0.620, 0.230, -0.169, -0.196, -0.174, -0.045, -0.131, -0.172, 0.555, -0.520, -0.148, -0.135, -0.211, -0.191, -0.160, -0.063, 0.491, -0.526, 0.205, 0.216, 0.214, 0.215, 0.197, 0.214, 0.212, 0.214, 0.212, 0.233, 0.240, 0.252, 0.233, 0.219, 0.219, 0.244


# 5
ORCA calculation (wB97M-V/def2-TZVPD) on a cluster of 4 separate species, C16H22Br2O in total at a distorted geometry.

Its SMILES is c1ccccc1.c1ccccc1.BrCCBr.CCO. The value obtained for the calculated total energy is -159080.82329 eV. Its highest occupied orbital energy is -9.5 eV. The value obtained for the energy relative to the best compared isomer or geometry (same formula, charge and spin) is 0.0 kJ/mol. Its max |F| is 0.027 hartree/bohr.

CARTESIAN COORDINATES (ANGSTROEM)
C (0.269, -0.530, 0.709)
C (-0.873, -0.871, 1.439)
C (-1.412, -2.137, 1.368)
C (-0.819, -3.131, 0.609)
C (0.271, -2.772, -0.178)
C (0.824, -1.501, -0.116)
H (0.684, 0.468, 0.753)
H (-1.233, -0.132, 2.148)
H (-2.328, -2.249, 1.943)
H (-1.272, -4.109, 0.541)
H (0.685, -3.556, -0.802)
H (1.722, -1.251, -0.669)
C (4.095, 4.227, 0.427)
C (3.618, 3.222, 1.260)
C (3.448, 1.945, 0.783)
C (3.716, 1.649, -0.555)
C (4.168, 2.648, -1.398)
C (4.397, 3.917, -0.893)
H (4.211, 5.255, 0.743)
H (3.347, 3.478, 2.278)
H (3.031, 1.174, 1.422)
H (3.575, 0.640, -0.924)
H (4.363, 2.446, -2.444)
H (4.717, 4.747, -1.514)
Br (-3.417, 3.965, -0.343)
C (-2.250, 4.121, 1.254)
C (-1.389, 2.888, 1.293)
Br (-0.452, 2.883, 3.045)
H (-2.950, 4.153, 2.078)
H (-1.671, 5.029, 1.149)
H (-0.552, 2.825, 0.608)
H (-1.990, 1.989, 1.185)
C (-2.307, -5.097, -2.138)
C (-3.605, -4.534, -1.592)
O (-4.162, -3.616, -2.507)
H (-1.874, -5.814, -1.441)
H (-1.587, -4.286, -2.265)
H (-2.496, -5.597, -3.087)
H (-3.408, -4.062, -0.625)
H (-4.292, -5.380, -1.461)
H (-4.803, -3.046, -2.082)

Cartesian forces (eV/Å) of the 2 atoms listed first:
C -0.551 -0.651 -0.099
C 1.097 0.838 0.057

natural (NBO) analysis output, partial charges in e: -0.214, -0.223, -0.206, -0.218, -0.214, -0.205, 0.214, 0.211, 0.211, 0.215, 0.214, 0.210, -0.214, -0.203, -0.225, -0.211, -0.216, -0.210, 0.214, 0.214, 0.216, 0.211, 0.215, 0.211, -0.033, -0.423, -0.425, -0.042, 0.231, 0.231, 0.234, 0.230, -0.625, -0.057, -0.728, 0.206, 0.212, 0.214, 0.156, 0.151, 0.472